(1)
{
  "formula": "C3H6BrO3SSr",
  "method": "the ωB97M-V functional and the def2-TZVPD basis",
  "e_homo_ev": -10.73,
  "homo_lumo_gap_ev": 3.120,
  "charge": 1,
  "total_energy_ha": -3345.9507,
  "species": ["O", "S", "O", "O", "C", "C", "C", "Br", "H", "H", "H", "H", "H", "H", "Sr"],
  "coordinates": [[-1.8828, -1.0682, -1.6795], [-0.7997, 0.0672, -1.8435], [-0.3363, -0.0455, -3.3468], [-1.4547, 1.6444, -1.6868], [0.7280, -0.2466, -0.8035], [0.6656, 0.3732, 0.7198], [-0.7430, 0.0547, 1.5158], [-1.9745, 1.6605, 1.6424], [0.9393, -1.4138, -0.7165], [1.6895, 0.2146, -1.3266], [1.5187, -0.1914, 1.3349], [0.9468, 1.5080, 0.6630], [-0.4763, -0.2153, 2.6475], [-1.3111, -0.8973, 1.0777], [2.4905, -1.4444, 1.8021]],
  "atomic_forces_ev_per_a": [[4.16, 3.46, 1.62], [-6.64, 1.98, -7.75], [0.14, 0.31, 5.65], [3.48, -6.23, 1.02], [2.83, -0.23, 1.87], [-1.11, 0.23, -1.00], [0.55, -1.04, 0.90], [1.31, -1.65, -0.19], [-0.83, 1.81, -0.47], [-2.27, -0.81, 0.75], [-4.10, 5.16, -2.16], [-0.62, -2.16, 0.46], [-0.57, 0.66, -2.13], [1.13, 2.38, 0.52], [2.51, -3.88, 0.92]]
}

=====

(2)
{
  "formula": "C21H27N3O2",
  "method": "the ωB97M-V functional and the def2-TZVPD basis",
  "smiles": "[H]/N=c1\\n(CCCC)c2ccccc2n1C[C@H](O)COc1cccc(C)c1",
  "relative_energy_kj_mol": 121.4,
  "e_homo_ev": -7.75,
  "homo_lumo_gap_ev": 8.497,
  "total_energy_ha": -1131.1920,
  "species": ["C", "C", "C", "H", "C", "N", "C", "C", "C", "C", "C", "C", "N", "C", "N", "H", "C", "H", "H", "C", "O", "H", "H", "C", "H", "O", "C", "C", "C", "C", "C", "C", "H", "H", "H", "C", "H", "H", "H", "H", "H", "H", "H", "H", "H", "H", "H", "H", "H", "H", "H", "H", "H"],
  "coordinates": [[5.2622, 0.2539, 4.2552], [4.6238, -1.1259, 4.1413], [3.4058, -1.1511, 3.2195], [2.6810, -0.4019, 3.5467], [3.7647, -0.8929, 1.7522], [2.6215, -1.0401, 0.8920], [2.1670, -2.2270, 0.3536], [2.6643, -3.5130, 0.4223], [1.9724, -4.5057, -0.2583], [0.8241, -4.2179, -0.9797], [0.3168, -2.9276, -1.0496], [0.9981, -1.9344, -0.3738], [0.7616, -0.5832, -0.2390], [1.7484, -0.0250, 0.5392], [1.7760, 1.2209, 0.8148], [2.5387, 1.5123, 1.4109], [-0.3593, 0.1527, -0.7619], [-0.8799, 0.6564, 0.0607], [-1.0402, -0.5581, -1.2300], [0.0681, 1.2201, -1.7885], [0.3930, 2.4362, -1.1749], [0.9362, 2.2248, -0.3790], [0.9511, 0.8351, -2.3300], [-1.0473, 1.4812, -2.8330], [-1.0678, 2.5573, -3.0371], [-2.3252, 1.0027, -2.4889], [-3.1064, 1.7011, -1.6064], [-4.4071, 1.2197, -1.4595], [-5.3024, 1.8334, -0.6030], [-4.8851, 2.9496, 0.1166], [-3.5966, 3.4247, -0.0241], [-2.6963, 2.8095, -0.8795], [-1.6890, 3.1848, -0.9582], [-3.2767, 4.2878, 0.5413], [-5.5752, 3.4400, 0.7878], [-6.7029, 1.3189, -0.4530], [-6.8440, 0.4018, -1.0188], [-7.4168, 2.0602, -0.8111], [-6.9263, 1.1224, 0.5946], [-4.6980, 0.3548, -2.0365], [-0.8079, 0.9506, -3.7583], [-0.5772, -2.7165, -1.6148], [0.3107, -5.0130, -1.4983], [2.3376, -5.5207, -0.2226], [3.5558, -3.7453, 0.9837], [4.1579, 0.1199, 1.6265], [4.5336, -1.5987, 1.4246], [2.9239, -2.1296, 3.2859], [5.3655, -1.8418, 3.7794], [4.3084, -1.4518, 5.1347], [4.5233, 0.9910, 4.5619], [5.6937, 0.5687, 3.3084], [6.0569, 0.2389, 4.9971]],
  "atomic_forces_ev_per_a": [[0.00, -0.24, 0.02], [-0.18, 0.16, -0.03], [0.27, -0.10, -0.07], [-0.08, -0.01, -0.01], [-0.06, 0.10, 0.40], [-0.29, 0.27, -0.23], [-0.33, -0.38, -0.31], [0.01, 0.25, 0.06], [-0.07, -0.16, -0.08], [0.06, -0.17, 0.00], [0.03, 0.24, 0.06], [0.26, -0.53, 0.09], [0.31, -0.16, 0.22], [0.21, -0.17, 0.07], [0.05, 0.66, 0.25], [0.03, -0.15, 0.02], [-0.08, 0.32, -0.28], [-0.03, -0.09, -0.12], [0.05, 0.02, 0.12], [-0.25, -0.18, -0.24], [0.05, 0.37, 0.07], [-0.02, -0.01, -0.08], [-0.19, -0.02, 0.05], [0.60, 0.11, -0.02], [0.00, -0.08, -0.01], [-0.46, -0.06, 0.22], [-0.15, 0.04, 0.02], [0.13, 0.00, -0.02], [0.10, -0.02, -0.03], [0.03, 0.07, 0.05], [-0.19, -0.01, 0.05], [0.28, -0.07, -0.24], [0.12, -0.02, -0.02], [0.04, 0.07, 0.04], [-0.07, 0.06, 0.08], [0.01, 0.03, -0.01], [-0.07, -0.07, -0.02], [-0.09, -0.01, -0.01], [-0.07, -0.04, 0.04], [-0.06, -0.11, -0.08], [-0.01, 0.08, 0.10], [-0.09, 0.03, -0.05], [-0.04, -0.07, -0.04], [0.03, -0.09, 0.00], [0.10, -0.01, 0.07], [0.05, -0.14, -0.07], [0.00, 0.10, -0.03], [-0.08, 0.03, -0.03], [0.02, -0.10, 0.06], [0.06, -0.08, -0.02], [-0.06, 0.13, 0.03], [0.07, 0.12, -0.08], [0.09, 0.09, 0.03]]
}

=====

(3)
{
  "formula": "C3H3BrCl2O",
  "method": "the ωB97M-V functional and the def2-TZVPD basis",
  "relative_energy_kj_mol": 567.5,
  "e_homo_ev": -8.63,
  "homo_lumo_gap_ev": 7.472,
  "total_energy_ha": -3685.5264,
  "species": ["C", "C", "C", "O", "Cl", "Cl", "Br", "H", "H", "H"],
  "coordinates": [[-1.1911, 0.4561, -1.0988], [-0.4197, 0.2984, 1.7414], [0.8657, -0.8955, -0.6444], [-0.5508, -0.5787, -0.8869], [-0.3086, 1.9130, -1.3955], [-1.8002, -0.4600, 2.2407], [-0.3775, 2.1150, 2.1627], [1.2603, -1.2899, -1.6791], [1.0826, -1.5890, 0.1451], [1.4393, 0.0306, -0.5853]],
  "atomic_forces_ev_per_a": [[-2.33, 0.87, -0.45], [0.98, 0.13, -0.10], [1.62, 1.04, -4.17], [1.60, -2.88, 1.19], [1.20, 0.77, -0.21], [-0.86, -0.22, 0.42], [-0.21, 0.20, 0.28], [-0.96, 0.20, 1.99], [-0.78, -0.11, 0.36], [-0.26, -0.01, 0.68]]
}

=====

(4)
{
  "formula": "C9H16Cl2MnN2O2P",
  "method": "the ωB97M-V functional and the def2-TZVPD basis",
  "relative_energy_kj_mol": 192.1,
  "e_homo_ev": [-16.46, -16.44],
  "homo_lumo_gap_ev": [6.440, 5.640],
  "s2": 6.32,
  "charge": 2,
  "total_energy_ha": -3024.6113,
  "multiplicity": 5,
  "species": ["C", "C", "H", "H", "H", "O", "Cl", "Mn", "P", "C", "C", "H", "H", "H", "C", "H", "H", "H", "H", "H", "H", "C", "O", "Cl", "N", "C", "C", "C", "N", "H", "H", "H", "H"],
  "coordinates": [[1.7980, 0.1733, -3.9816], [1.5676, -0.2585, -2.5755], [2.2428, -0.5906, -4.7099], [2.4902, 1.0291, -4.0133], [0.8370, 0.5750, -4.3983], [1.6293, -1.3935, -2.1230], [2.8217, 1.7001, -0.9958], [0.8636, 0.6258, -0.7268], [-0.9908, -0.9932, -0.0928], [-0.6220, -2.5193, 0.8424], [-2.4353, -0.3459, 0.7854], [-2.0235, -0.7761, -2.2911], [-2.3926, -2.3391, -1.5074], [-0.7666, -2.0012, -2.2425], [-1.6166, -1.5911, -1.6871], [-2.6704, 0.6260, 0.3502], [-3.3201, -1.0064, 0.7167], [-1.2492, -3.3846, 0.5980], [-0.6912, -2.3523, 1.9199], [-2.1851, -0.1798, 1.8405], [0.4158, -2.8072, 0.6686], [1.6356, -0.8655, 0.4510], [2.3613, -1.4076, 1.1931], [-0.7656, 1.5824, -1.8662], [0.1146, 2.7399, 1.6046], [0.2023, 2.9992, 2.9461], [0.4801, 1.7845, 3.6004], [0.5129, 0.8155, 2.5734], [0.3443, 1.3879, 1.3300], [-0.0157, 3.4378, 0.8527], [0.1131, 3.9777, 3.4077], [0.6007, 1.6186, 4.6867], [0.7138, -0.2607, 2.8440]],
  "atomic_forces_ev_per_a": [[-0.03, 1.28, -1.51], [1.42, -5.92, -0.40], [-0.80, 0.36, 1.66], [-0.27, -0.08, 0.37], [0.62, -0.37, 0.46], [-0.46, 4.83, -1.27], [-0.80, -0.76, -0.24], [-1.22, 1.15, 1.70], [-2.02, -1.26, -0.17], [0.98, -0.11, 0.24], [0.19, 0.93, 0.24], [-0.03, -0.08, 0.27], [0.20, -0.05, 0.01], [-0.37, -0.32, 0.04], [0.48, 0.31, -0.40], [-0.22, -0.01, 0.03], [0.63, 0.04, -0.19], [-0.14, 0.46, -0.24], [-0.14, 0.19, -0.07], [-0.06, -0.10, -0.23], [-0.22, -0.40, -0.11], [5.37, -2.32, 4.30], [-3.88, 2.44, -3.87], [0.53, -0.15, 0.09], [0.49, -0.52, 0.74], [0.40, -1.40, -0.47], [-0.53, 0.25, -0.83], [0.40, 0.58, 0.51], [-0.08, 0.53, 1.35], [0.14, -0.87, 0.62], [-0.14, -0.06, -0.52], [-0.12, 0.16, -1.00], [-0.32, 1.29, -1.09]]
}